[1]
24
Properties=species:S:1:pos:R:3:forces:R:3 method="wB97M-V/def2-TZVPD" e_tot_ha=-531.04811 charge=0 lumo_ev=0.60 homo_ha=-0.30843 smiles=Cc1c[nH]cn1.Cc1c[nH]cn1 de_lowest_ev=0.997
C -2.200 2.659 -1.159 0.69 0.03 0.39
C -1.300 0.206 -1.471 -0.45 0.65 0.80
C -1.967 1.215 -0.805 0.08 -0.06 -1.53
C -2.424 -0.588 0.291 2.15 -0.24 -1.47
N -1.559 -0.939 -0.750 -0.10 0.03 0.23
N -2.627 0.692 0.256 -1.57 -0.31 1.29
H -0.752 0.141 -2.393 0.23 0.27 0.05
H -0.779 -1.571 -0.630 -0.44 -0.55 -0.07
H -1.378 3.275 -0.781 -0.01 -0.01 -0.05
H -3.094 3.015 -0.655 -0.13 -0.09 -0.13
H -2.780 -1.407 0.893 -0.28 0.48 0.59
H -2.264 2.846 -2.229 -0.09 -0.15 -0.06
C 3.098 0.399 -0.207 -0.69 -0.13 0.37
C 2.117 -0.448 0.554 0.70 0.43 -0.26
C 1.796 -1.751 0.365 -0.69 -1.38 0.93
C 0.877 -0.965 2.241 0.18 -0.68 -1.65
N 1.513 0.045 1.682 -0.27 -0.10 0.90
N 1.039 -2.087 1.478 -0.56 0.49 0.46
H 2.866 0.373 -1.268 0.07 0.30 -0.12
H 4.119 0.057 -0.068 0.09 -0.10 0.06
H 1.992 -2.563 -0.314 0.46 0.40 -0.36
H 0.153 -1.060 3.033 0.27 0.75 0.44
H 0.550 -2.936 1.707 0.24 -0.19 -0.38
H 3.003 1.392 0.229 0.12 0.16 -0.42

[2]
19
Properties=species:S:1:pos:R:3:forces:R:3 method="wB97M-V/def2-TZVPD" e_tot_ha=-398.49915 charge=0 lumo_ev=0.93 homo_ha=-0.32253 de_lowest_ev=1.497
C -0.716 -1.660 0.219 0.08 0.17 -0.06
N -2.247 0.700 -0.329 0.05 0.01 -0.04
C -1.102 0.817 0.511 -0.44 -0.10 0.48
N -0.264 -0.361 0.643 -0.01 0.26 -0.07
H -1.974 0.544 -1.293 -0.06 0.01 0.03
H -2.808 1.541 -0.291 -0.04 -0.02 0.02
H -1.427 1.209 1.486 0.00 0.12 -0.25
H 0.051 -2.387 0.486 -0.09 -0.14 -0.04
H -1.630 -1.884 0.764 -0.01 -0.16 -0.03
H -0.926 -1.739 -0.857 -0.02 -0.07 0.04
C 2.070 0.501 0.757 -0.36 0.19 -0.31
C 0.796 0.391 -0.066 0.45 -0.35 0.44
N 1.116 0.037 -1.411 -0.03 0.08 -0.12
O -0.008 1.570 -0.026 0.10 0.19 -0.13
H 1.670 -0.807 -1.453 0.05 -0.02 -0.09
H 0.293 -0.056 -1.993 0.06 -0.05 0.01
H 2.745 1.197 0.269 0.17 0.04 -0.01
H 1.821 0.863 1.749 -0.02 -0.03 0.08
H 2.538 -0.476 0.837 0.12 -0.13 0.04

[3]
93
Properties=species:S:1:pos:R:3:forces:R:3 method="wB97M-V/def2-TZVPD" multiplicity=2 e_tot_ha=-3147.97324 charge=+3 lumo_ev="-10.25 / -9.65" homo_ha="-0.62189 / -0.61969" de_lowest_ev=0.334
Re -0.314 0.961 0.253 -0.27 -0.34 0.76
C -1.551 3.293 -1.264 -0.01 0.01 0.01
N -1.955 2.114 -0.449 0.08 0.16 0.00
C -2.939 1.351 -1.259 -0.06 -0.10 0.03
C -2.598 2.614 0.807 0.02 0.01 0.06
C -2.668 1.516 1.856 -0.02 0.00 0.10
N -1.427 0.706 1.764 0.07 0.16 -0.46
C -1.095 -0.228 2.765 0.07 -0.10 0.01
C 0.149 -0.850 2.651 0.11 -0.02 -0.03
F 0.927 -0.462 1.561 -0.08 -0.02 0.12
C 0.622 -1.777 3.551 0.12 0.05 -0.19
F 1.822 -2.310 3.387 -0.14 0.08 -0.01
C -0.179 -2.133 4.623 -0.05 0.02 -0.05
C -1.427 -1.559 4.749 -0.14 0.08 0.00
F -2.217 -1.897 5.748 0.06 0.03 -0.08
C -1.895 -0.613 3.838 -0.11 -0.02 0.11
F -3.115 -0.099 3.996 0.20 -0.12 0.01
H -2.427 3.921 -1.438 0.01 0.01 -0.03
H -1.167 2.944 -2.220 0.01 0.02 0.00
H -0.796 3.866 -0.736 0.05 0.05 0.02
H -3.754 2.015 -1.547 -0.01 -0.02 -0.02
H -3.340 0.524 -0.679 -0.02 -0.01 -0.02
H -2.448 0.966 -2.150 -0.03 -0.02 0.01
H -3.595 3.005 0.586 0.03 -0.03 -0.01
H -1.981 3.436 1.165 -0.02 -0.01 0.03
H -3.530 0.859 1.728 0.01 0.02 -0.01
H -2.759 1.956 2.851 0.03 -0.01 -0.08
H 0.163 -2.860 5.346 0.02 -0.04 0.05
C -0.464 -7.016 2.554 -0.04 -0.01 0.04
C 0.472 -5.990 1.943 0.04 0.02 -0.07
S -0.352 -4.626 1.164 -0.04 0.08 0.15
O -1.416 -4.133 2.018 -0.04 0.00 -0.02
O 0.639 -3.656 0.743 0.07 0.10 -0.09
C -1.099 -5.313 -0.308 0.03 0.03 -0.09
C -1.993 -4.328 -1.068 -0.03 0.06 0.01
N -1.389 -2.986 -1.234 -0.05 0.30 0.09
C -1.729 -1.897 -0.506 0.12 -0.12 0.01
N -0.857 -0.891 -0.725 -0.20 -0.26 -0.24
C 0.053 -1.371 -1.637 0.04 -0.14 -0.14
C -0.279 -2.635 -1.958 0.01 0.08 0.02
N 0.430 -3.462 -2.905 0.08 -0.18 0.48
O 0.018 -4.581 -3.103 -0.18 -0.08 -0.07
O 1.415 -2.957 -3.385 0.23 0.20 -0.30
C -2.928 -1.889 0.366 0.05 -0.06 0.03
H 0.130 -7.747 3.101 -0.02 0.00 0.00
H -1.026 -7.557 1.796 -0.03 -0.04 -0.03
H -1.161 -6.548 3.246 -0.01 -0.01 0.02
H 1.135 -6.412 1.187 0.04 0.02 -0.03
H 1.104 -5.502 2.691 -0.04 0.04 -0.02
H -1.712 -6.157 0.006 -0.03 -0.06 -0.02
H -0.288 -5.677 -0.935 0.05 -0.02 -0.02
H -2.933 -4.180 -0.543 0.04 -0.02 -0.01
H -2.207 -4.731 -2.057 0.02 0.01 0.10
H 0.884 -0.805 -1.999 0.02 -0.03 -0.03
H -3.830 -2.043 -0.228 -0.05 -0.01 -0.02
H -3.015 -0.944 0.875 -0.03 0.17 0.10
H -2.857 -2.678 1.116 0.00 0.01 0.02
N 0.890 2.505 1.346 0.06 -0.04 -0.12
C 0.651 3.947 1.430 -0.01 0.12 0.06
C -0.127 4.436 2.468 0.07 0.02 -0.12
C -0.366 5.801 2.546 0.03 0.03 -0.05
C 0.177 6.659 1.599 0.02 -0.04 0.00
C 0.984 6.159 0.587 -0.03 -0.03 0.04
C 1.233 4.795 0.502 -0.14 0.01 0.07
H 1.841 2.381 0.992 -0.04 0.00 0.05
H 0.944 2.165 2.310 -0.03 -0.05 -0.11
H -0.516 3.772 3.231 -0.05 -0.07 0.04
H -0.959 6.194 3.359 -0.04 0.03 0.04
H -0.006 7.721 1.668 -0.01 0.06 0.00
H 1.436 6.829 -0.128 0.03 0.05 -0.03
H 1.886 4.414 -0.273 0.03 -0.05 -0.06
C 2.137 3.738 -4.871 -0.02 0.08 -0.04
C 1.190 2.564 -4.682 -0.04 -0.02 -0.02
C 1.774 1.471 -3.800 -0.03 -0.12 0.11
S 2.041 2.066 -2.103 0.10 0.07 -0.08
O 0.914 1.326 -1.294 0.16 -0.04 0.13
C 3.591 1.270 -1.628 -0.08 -0.12 -0.04
C 3.589 -0.253 -1.566 -0.10 0.04 -0.07
C 4.968 -0.768 -1.170 0.03 0.01 -0.02
H 1.717 4.454 -5.573 0.00 0.04 -0.01
H 3.094 3.409 -5.273 0.05 -0.02 -0.03
H 2.324 4.274 -3.938 0.01 0.00 0.03
H 0.975 2.097 -5.646 -0.01 0.00 0.03
H 0.227 2.892 -4.283 -0.01 0.02 0.00
H 2.742 1.129 -4.168 0.07 0.02 0.00
H 1.116 0.608 -3.697 0.03 -0.04 -0.02
H 3.886 1.721 -0.678 -0.05 0.03 0.04
H 4.289 1.650 -2.381 0.03 0.05 -0.02
H 3.305 -0.670 -2.535 -0.03 0.00 -0.02
H 2.849 -0.590 -0.836 -0.03 -0.01 0.03
H 5.727 -0.449 -1.882 0.04 0.01 -0.04
H 4.971 -1.855 -1.145 -0.01 -0.02 0.01
H 5.257 -0.408 -0.184 0.03 0.02 0.06

[4]
76
Properties=species:S:1:pos:R:3:forces:R:3 method="wB97M-V/def2-TZVPD" e_tot_ha=-3326.23282 charge=-2 lumo_ev=3.41 homo_ha=-0.19421
N 6.572 8.900 15.662 2.73 1.85 -2.19
S 6.448 8.155 14.205 -1.02 1.09 0.21
O 6.152 9.011 13.065 -0.39 -1.50 1.39
O 5.744 6.945 14.496 -0.51 0.00 -0.64
F 7.886 7.653 13.830 0.57 -0.44 -0.03
S 7.753 10.135 15.447 -2.22 -2.81 -0.43
O 7.950 10.776 16.684 0.18 0.85 1.15
O 7.644 10.851 14.226 0.02 1.14 -0.06
F 9.055 9.289 15.189 0.67 0.01 0.60
O 12.455 16.619 14.747 0.52 0.40 -0.38
C 11.756 15.651 14.615 0.01 0.38 0.51
O 11.975 14.607 13.872 -0.31 -0.36 0.34
B 10.777 13.694 14.070 0.08 0.12 0.12
O 10.020 14.274 15.199 -0.57 -2.01 -0.44
C 10.486 15.434 15.461 1.43 2.15 1.12
O 10.158 16.224 16.313 -0.24 -0.59 -0.36
O 11.233 12.304 14.166 -0.55 0.67 -0.35
C 11.104 11.817 12.927 2.17 -3.21 -1.53
O 11.640 10.785 12.490 -1.81 3.18 1.58
C 10.316 12.840 12.077 -0.55 -1.52 -1.84
O 9.969 13.827 12.864 -0.18 0.21 -0.07
O 10.061 12.713 10.897 0.27 0.47 1.40
C 15.286 18.849 15.190 0.84 0.11 -1.17
C 16.373 18.630 14.214 0.95 0.22 -0.38
N 17.232 18.485 13.452 -0.86 0.06 0.68
H 14.454 18.326 14.728 -0.58 0.19 0.49
H 15.135 19.931 15.311 -0.24 -0.50 0.01
H 15.594 18.395 16.119 -0.17 -0.08 0.39
C 13.523 10.729 15.569 -0.24 -0.13 0.20
C 14.017 9.382 15.259 -0.48 1.41 0.43
N 14.439 8.329 15.156 0.45 -1.10 -0.29
H 12.462 10.682 15.883 0.71 0.02 0.08
H 13.543 11.390 14.718 0.05 -0.08 -0.49
H 14.192 11.175 16.318 -0.45 -0.24 0.06
C 6.978 14.870 12.121 0.05 -0.08 -0.69
C 6.459 14.610 10.764 0.04 0.57 1.30
N 5.982 14.438 9.741 -0.16 -0.15 -0.67
H 7.890 15.436 12.060 0.47 0.26 -0.23
H 7.238 13.922 12.561 -0.11 -0.34 0.40
H 6.300 15.458 12.735 -0.31 -0.26 -0.14
C 8.004 13.270 7.654 -1.30 -0.95 0.47
C 8.890 12.644 6.674 0.84 -0.36 -0.52
N 9.569 12.137 5.883 -0.78 0.60 0.84
H 7.870 14.326 7.482 -0.06 0.28 -0.37
H 8.334 13.195 8.704 0.17 -0.36 -0.58
H 6.992 12.756 7.579 1.21 0.76 0.18
C 15.246 15.228 16.187 -0.87 -1.00 -0.99
C 16.089 15.911 17.117 0.20 0.19 -0.62
N 16.836 16.473 17.771 0.53 0.48 0.81
H 14.973 14.257 16.637 -0.10 0.39 -0.41
H 15.729 15.051 15.205 0.15 0.03 0.72
H 14.348 15.800 15.919 0.08 -0.09 0.46
C 11.503 16.060 10.959 -1.56 -1.20 0.75
C 10.347 16.883 10.586 1.56 -0.65 0.18
N 9.446 17.529 10.332 -1.12 0.72 -0.29
H 11.063 15.046 11.200 0.78 1.17 -0.16
H 11.990 16.483 11.829 0.01 -0.02 0.23
H 12.226 15.933 10.189 0.36 0.10 -0.82
C 10.986 19.548 15.418 0.49 -0.02 0.38
C 11.941 20.318 16.225 -0.13 -0.47 -0.73
N 12.766 20.815 16.843 0.29 0.41 0.32
H 11.457 18.578 15.218 -0.24 0.09 0.08
H 10.764 20.031 14.462 -0.13 0.06 0.37
H 10.116 19.398 16.055 -0.30 -0.12 -0.43
C 7.076 14.777 16.156 -0.10 -0.01 -0.85
C 7.274 16.210 16.307 -0.15 1.66 0.82
N 7.424 17.335 16.547 -0.31 -1.28 -0.51
H 8.012 14.300 16.472 -0.54 -0.26 -0.09
H 6.868 14.561 15.088 0.37 -0.07 0.58
H 6.186 14.447 16.703 0.42 0.04 0.15
C 9.475 18.293 19.270 0.15 0.11 0.03
C 9.651 19.461 20.114 0.31 0.39 0.72
N 9.834 20.377 20.786 -0.18 -0.27 -0.24
H 8.875 17.532 19.771 -0.19 0.22 -0.23
H 10.445 17.851 19.069 0.14 0.01 -0.17
H 9.036 18.651 18.344 -0.25 -0.50 -0.18

[5]
11
Properties=species:S:1:pos:R:3:forces:R:3 method="wB97M-V/def2-TZVPD" e_tot_ha=-699.55268 charge=0 lumo_ev=-3.03 homo_ha=-0.36452 de_lowest_ev=3.250
C -0.380 1.555 0.378 0.15 0.53 -0.37
C 1.072 -0.547 0.142 -0.68 -2.29 0.34
C -0.036 0.259 0.856 -1.15 -0.81 -2.25
N -0.536 2.620 -0.047 -0.05 -0.59 0.24
N 1.092 -0.407 -1.236 -1.03 2.27 1.17
O 1.627 -1.405 0.824 -0.14 1.40 -1.25
S -2.130 -1.176 -0.196 2.03 1.90 1.66
H -0.228 0.108 1.898 0.23 -0.49 0.34
H 0.539 0.424 -1.549 0.87 -1.43 -0.07
H 1.507 -1.006 -1.932 0.24 -0.06 0.58
H -2.527 -0.426 0.864 -0.47 -0.43 -0.41

[6]
16
Properties=species:S:1:pos:R:3:forces:R:3 method="wB97M-V/def2-TZVPD" e_tot_ha=-250.82724 charge=0 lumo_ev=0.96 homo_ha=-0.35070 smiles=CCOC.N de_lowest_ev=1.889
C 0.194 -1.780 -0.403 -0.82 -0.45 0.33
N -0.679 0.332 2.855 0.48 1.12 2.77
H 0.392 -2.806 -0.846 0.34 1.54 -0.28
H 1.039 -1.359 0.176 -0.16 -0.15 -0.73
H -0.581 -2.008 0.305 0.05 -0.51 1.06
H -0.951 1.185 3.438 -0.29 -1.46 -1.92
H 0.318 0.422 2.916 0.79 -0.44 0.16
H -0.831 0.326 1.879 -1.00 0.76 -1.03
C -0.117 0.280 -1.803 0.50 -0.65 -0.56
O -0.580 -0.878 -1.186 -0.87 -1.07 -0.02
C 0.422 1.272 -0.778 0.25 -0.11 -0.48
H -0.998 0.591 -2.461 1.35 0.10 0.98
H 0.727 -0.005 -2.443 -0.08 0.19 -0.42
H 1.186 1.858 -1.355 -0.64 -0.02 1.18
H 0.866 0.711 0.094 -0.12 0.71 -1.10
H -0.407 1.857 -0.388 0.23 0.45 0.06